Record 1
This record from OMol25 describes C17H48N8O13PZn2 as an isolated structure in a non-equilibrium geometry. The level of theory is wB97M-V/def2-TZVPD.

Structure (XYZ):
```
89
Properties=species:S:1:pos:R:3:mulliken_charge:R:1
Zn 2.23375 -26.35384 -27.50301 -0.099
Zn 1.45186 -22.12040 -24.87799 -0.163
P 1.54501 -24.29090 -26.21084 1.782
O 1.06901 -25.72897 -26.15797 -0.627
O 2.49670 -24.45016 -27.41104 1.432
O 2.36154 -23.85800 -24.95275 -0.167
O 0.56712 -23.12044 -26.34962 0.105
C -2.82119 -24.86867 -26.27641 0.386
O -3.98582 -25.07477 -26.58088 -0.692
N -2.03136 -25.79448 -25.66199 -0.191
N -2.10586 -23.73075 -26.61814 0.008
H -2.51534 -26.44814 -25.06884 0.245
H -1.04247 -25.63288 -25.64075 -0.179
H -1.13092 -23.53880 -26.36755 -0.222
H -2.63763 -23.27609 -27.34829 0.213
C 0.86047 -21.89268 -29.61154 0.296
O 0.54201 -21.02104 -30.42380 -0.741
N 2.15567 -22.19796 -29.38438 0.009
N -0.03470 -22.71193 -28.98726 0.174
H 2.39002 -22.87633 -28.66594 -0.505
H 2.90642 -21.78134 -29.90018 0.192
H -0.99248 -22.40821 -29.04027 0.277
H 0.27639 -23.09833 -28.08196 -0.720
C 4.11413 -25.82397 -29.90818 0.414
O 3.08281 -26.26017 -29.36159 -0.725
N 4.78117 -26.55065 -30.81377 -0.471
N 4.55126 -24.54981 -29.73813 -0.276
H 5.31617 -26.06330 -31.51096 0.194
H 4.35488 -27.43449 -31.03878 0.266
H 3.98882 -24.00477 -29.10581 -0.013
H 5.20054 -24.19905 -30.41584 0.203
C -0.75037 -23.17800 -22.74239 -0.944
O -0.34514 -22.47788 -23.92135 0.058
C -1.29969 -21.41775 -24.10763 -0.721
C -0.87076 -20.50897 -25.32131 -0.822
N 0.57455 -20.24056 -25.25353 -0.016
C 1.21924 -19.73553 -26.49032 -0.459
C 2.72166 -19.84792 -26.35160 -0.703
O 2.98357 -21.25051 -26.06123 0.021
C 4.37386 -21.58579 -25.89924 -0.740
H -0.44575 -22.58358 -21.87677 0.365
H -0.18617 -24.09253 -22.52876 0.208
H -1.77218 -23.55230 -22.71706 0.347
H -1.39054 -20.77184 -23.23146 0.620
H -2.31081 -21.75134 -24.34112 0.364
H -1.38660 -19.55804 -25.16916 0.617
H -1.14707 -20.90959 -26.29424 0.180
H 0.62825 -19.48820 -24.57248 0.295
H 1.00550 -18.68944 -26.71485 0.496
H 0.91788 -20.41197 -27.29057 0.001
H 3.17070 -19.26467 -25.54408 0.407
H 3.18180 -19.50928 -27.28081 0.455
H 4.69947 -21.48740 -24.86371 0.333
H 5.00327 -20.99124 -26.56051 0.430
H 4.48686 -22.62798 -26.19173 -0.105
C 5.23948 -26.01180 -26.43833 -0.740
O 4.08036 -26.84231 -26.67884 0.522
C 4.21528 -28.22828 -26.40891 -0.617
C 2.80871 -28.79419 -26.15819 -0.776
N 2.01167 -28.52214 -27.37853 -0.107
C 0.53756 -28.64699 -27.28089 -0.837
C -0.04774 -28.03150 -28.53161 -0.658
O 0.66353 -26.82409 -28.78928 0.161
C 0.25491 -26.21985 -29.99521 -0.967
H 4.84420 -25.01869 -26.23493 -0.147
H 5.77092 -25.94928 -27.38788 0.230
H 5.79263 -26.36446 -25.57213 0.467
H 4.96475 -28.42050 -25.63863 0.505
H 4.64773 -28.71538 -27.29323 0.269
H 2.35429 -28.30836 -25.29178 0.242
H 2.88253 -29.84858 -25.88009 0.466
H 2.21669 -29.22537 -28.08257 0.262
H 0.22772 -28.24037 -26.31589 0.170
H 0.16545 -29.67408 -27.19244 0.573
H -1.12971 -27.90030 -28.49265 0.406
H 0.19320 -28.68954 -29.37607 0.417
H -0.81975 -26.02422 -29.99488 0.306
H 0.56078 -26.88642 -30.80927 0.342
H 0.73599 -25.26389 -30.19406 0.157
C 3.63653 -24.65039 -22.26557 -0.269
C 3.23683 -26.11510 -22.44384 -0.239
O 1.89490 -26.26235 -22.94461 -0.662
O 4.43221 -24.08825 -23.33627 -0.652
H 4.34224 -24.61533 -21.43270 0.433
H 2.78503 -24.00993 -22.03214 0.079
H 3.12337 -26.67212 -21.50926 0.416
H 3.91074 -26.71842 -23.06140 0.070
H 1.89764 -25.70174 -23.73423 -0.087
H 3.73971 -23.85567 -24.00090 0.171
```

HOMO = -11.3947 eV
Total charge = +1

---

Record 2
This record from OMol25 describes one molecule with the formula C2H5BrClN in a non-equilibrium geometry. The level of theory is wB97M-V/def2-TZVPD.

Structure (XYZ):
```
10
Properties=species:S:1:pos:R:3:nbo_charge:R:1
N 1.41827 -0.05957 -0.26659 -0.838
C 0.03747 0.22404 -0.31613 -0.003
Cl -0.20371 2.01115 0.14729 -0.173
C -0.81869 -0.62432 0.55558 -0.517
Br -2.60238 -0.49650 -0.01393 0.051
H 1.90889 0.15220 -1.11349 0.389
H 1.74489 0.39478 0.55155 0.378
H -0.48133 0.31180 -1.38231 0.230
H -0.63134 -0.22859 1.50421 0.230
H -0.37207 -1.68500 0.33384 0.253
```

HOMO = -10.0042 eV
SMILES = N[C@H](Cl)CBr

---

Record 3
This record from OMol25 describes one molecule with the formula C5H5NO in a non-equilibrium geometry. The level of theory is wB97M-V/def2-TZVPD.

Structure (XYZ):
```
12
Properties=species:S:1:pos:R:3:nbo_charge:R:1
O -1.88872 0.35699 0.57435 -0.702
C -0.76789 -0.46163 0.74107 -0.047
C 0.24263 -0.31954 -0.44249 -0.347
C 0.74184 1.87840 0.11280 0.254
C 0.50949 1.13172 -0.92240 -0.563
C 1.48931 -1.03164 -0.12493 0.271
N 2.45167 -1.60572 0.16440 -0.292
H -1.61642 1.26962 0.75544 0.481
H -0.26815 -0.29350 1.70647 0.184
H -1.12567 -1.49552 0.72802 0.197
H -0.21259 -0.80076 -1.30970 0.270
H 0.44450 1.37158 -1.98304 0.294
```

HOMO = -11.1347 eV

---

Record 4
This record from OMol25 describes a 7-piece molecular cluster, C12H38ClNO9 overall in a non-equilibrium geometry. The level of theory is wB97M-V/def2-TZVPD.

Structure (XYZ):
```
61
Properties=species:S:1:pos:R:3:nbo_charge:R:1
N 0.01764 0.52365 -0.07830 -0.933
H -0.68047 1.07707 -0.59676 0.473
H 0.55473 0.01357 -0.79909 0.474
H -0.44273 -0.14531 0.54816 0.454
H 0.62180 1.14769 0.46241 0.438
Cl -1.89517 2.09630 -3.40364 2.538
O -1.34309 3.36443 -2.98164 -0.867
O -1.77470 1.16283 -2.26860 -0.943
O -3.27860 2.25322 -3.72885 -0.832
O -1.13160 1.55366 -4.50142 -0.864
O -2.52976 2.21421 0.36600 -0.961
H -2.68347 2.73100 1.16126 0.467
H -2.88032 2.74184 -0.36045 0.498
C 0.04310 2.26591 3.01883 -0.632
C 1.15402 3.01803 2.34212 0.084
C 2.02671 3.76625 3.34073 -0.634
O 1.91727 2.06574 1.57293 -0.748
H -0.60768 2.89848 3.62026 0.221
H 0.47038 1.50599 3.68247 0.213
H -0.58847 1.72945 2.30521 0.215
H 0.69791 3.72551 1.63889 0.169
H 2.04010 3.26716 4.30976 0.215
H 1.74492 4.81262 3.42437 0.225
H 3.07254 3.74618 3.01264 0.207
H 2.74719 2.49899 1.34888 0.482
C 3.28034 0.33807 -1.82023 -0.625
C 2.29277 0.85669 -2.83888 0.091
C 2.69608 0.44278 -4.23693 -0.630
O 1.01676 0.29267 -2.51180 -0.770
H 4.22225 0.88975 -1.82967 0.211
H 3.51338 -0.71938 -1.97822 0.209
H 2.91985 0.39030 -0.78654 0.205
H 2.26059 1.94807 -2.74901 0.168
H 1.98607 0.86135 -4.95342 0.226
H 2.65761 -0.64439 -4.31853 0.208
H 3.70563 0.77319 -4.48126 0.209
H 0.36103 0.66112 -3.12018 0.516
C 0.79939 -4.58007 -0.67613 -0.644
C 0.54493 -3.15305 -1.13225 0.097
C -0.91324 -2.90185 -1.48180 -0.633
O 0.93838 -2.22665 -0.08476 -0.755
H 0.58419 -5.31356 -1.45030 0.227
H 0.24414 -4.77425 0.24222 0.205
H 1.87123 -4.70122 -0.47196 0.208
H 1.14176 -2.86028 -1.99833 0.176
H -1.00066 -1.87206 -1.84470 0.227
H -1.57724 -2.97841 -0.62250 0.213
H -1.19571 -3.55791 -2.30448 0.212
H 1.28212 -2.75228 0.64133 0.470
C -3.31795 -2.73632 2.14873 -0.630
C -2.71038 -1.35097 2.30313 0.100
C -1.67990 -1.28470 3.40622 -0.627
O -2.11033 -0.90987 1.09165 -0.759
H -2.55795 -3.50136 1.96660 0.207
H -3.98335 -2.79189 1.28169 0.214
H -3.91897 -2.99895 3.01979 0.212
H -3.53374 -0.67789 2.57601 0.161
H -0.68884 -1.58189 3.06821 0.215
H -2.05642 -1.81147 4.28225 0.218
H -1.58812 -0.24965 3.75733 0.208
H -2.75795 -0.55815 0.47055 0.501
```

HOMO = -9.2503 eV

---

Number 1: electronic energy -5992.8184 Eh. Number 2: electronic energy -3168.1469 Eh. Number 3: electronic energy -323.3501 Eh. Number 4: electronic energy -1671.8648 Eh.